Molecular formula: C19H28BF4LaO2
Method: DFT, wB97M-V/def2-TZVPD

```
55
Properties=species:S:1:pos:R:3:forces:R:3
O -1.360104 -0.688503 0.588546 0.2 0.3 -0.4
C -2.397853 0.299178 0.320869 0.2 0.5 1.7
C -3.452824 -0.533381 1.029349 0.5 -0.5 -0.9
H -2.559084 0.533680 -0.728452 0.1 -0.4 -0.3
H -2.225457 1.225310 0.860534 0.6 0.0 -0.3
C -2.289648 -1.582850 1.342024 -0.1 0.5 -0.5
H -4.158352 -0.699967 0.213966 -0.3 -1.4 0.5
H -4.013918 -0.132372 1.845686 0.1 0.5 0.7
C -2.493427 -2.885626 0.534375 0.3 0.1 0.1
H -2.467002 -2.772468 -0.564875 -0.2 0.6 0.6
H -3.465056 -3.325756 0.753572 0.0 -0.1 0.3
H -1.702939 -3.605254 0.722626 0.1 -0.2 0.4
C -1.653357 -1.798687 2.795279 -0.5 -0.2 -0.4
H -1.607262 -0.917236 3.477893 -0.3 -0.4 -1.0
H -0.601036 -2.087058 2.604937 -0.5 0.1 0.1
H -2.109871 -2.621459 3.404886 0.1 0.5 -0.9
La 1.261027 0.516166 -0.279318 -2.1 2.1 4.3
C 0.681049 2.066251 2.852322 0.0 -0.2 -0.3
C 0.960622 3.241392 2.101237 0.5 0.1 -0.4
C -0.232084 3.729369 1.505600 -0.2 -1.1 0.6
H 1.950177 3.713715 2.076631 -0.6 -0.2 -0.2
C -1.283307 2.860943 1.940076 0.8 0.0 0.3
C -0.721517 1.853308 2.774761 -0.6 0.1 -0.5
H -1.318605 1.100494 3.298837 0.4 0.3 -0.2
H 1.409807 1.480883 3.447762 -0.6 0.6 -0.4
H -0.365599 4.589116 0.861524 0.2 0.0 0.2
H -2.339710 2.983153 1.725760 0.1 0.1 0.0
C 3.369461 -0.395212 1.106796 0.8 -0.7 0.1
C 2.401538 -1.103130 1.857422 0.0 -0.3 -0.3
C 1.696808 -1.966786 0.967599 1.1 -0.3 -1.2
H 2.309497 -1.106887 2.961678 -0.2 0.4 -1.0
C 2.286345 -1.835421 -0.347313 1.0 -0.1 1.7
C 3.324683 -0.821609 -0.257633 0.0 -1.8 0.6
H 3.938179 -0.462638 -1.082558 0.1 -0.1 0.3
H 4.121619 0.275520 1.526921 -0.6 -0.1 -0.3
H 0.971449 -2.750765 1.212893 0.2 0.6 0.0
H 2.091788 -2.502186 -1.168637 -0.2 0.2 -0.2
O 0.192673 -0.948913 -2.118196 -0.9 0.4 -2.7
C -0.745745 -1.872812 -2.917094 -0.5 1.1 0.9
C -1.275263 -1.087242 -4.178869 0.8 -1.1 0.9
H -1.568393 -2.201119 -2.248698 0.6 0.8 -0.2
H -0.236651 -2.791549 -3.145889 0.8 -0.1 -0.3
C -0.331782 0.129302 -4.225331 0.2 1.2 -1.7
H -2.368558 -0.928110 -4.124640 0.7 0.5 0.3
H -1.141716 -1.705134 -5.094009 0.1 0.4 0.7
C 0.600039 0.194835 -3.024668 -0.2 -1.3 1.4
H -0.844138 1.077870 -4.410737 -0.1 -0.2 0.3
H 0.324310 0.034201 -5.123907 -0.5 0.0 0.7
H 0.646950 1.085196 -2.312358 -1.1 -0.2 -2.4
H 1.647418 0.095366 -3.351458 -0.2 -0.4 0.2
F 2.385690 2.447829 -1.305590 0.8 0.4 -0.3
B 3.506281 3.077860 -0.423879 -0.6 0.1 1.9
F 3.206496 4.386958 -0.096611 0.0 -1.0 -0.8
F 3.287803 2.221639 0.760454 0.4 0.5 -1.4
F 4.758554 2.910596 -0.942096 -0.8 -0.3 -0.3
```
Forces are in eV/Å.

Values from the calculation:
LUMO = -0.37 eV
Gap between HOMO and LUMO = 5.795 eV
Net charge = 0
ΔE to the lowest compared entry with this formula, charge and spin = 0.9 kcal/mol


Molecular formula: C64H92N2P3Si3V
Method: DFT, wB97M-V/def2-TZVPD

```
165
Properties=species:S:1:pos:R:3:forces:R:3
V 1.036179 -0.507019 -0.196576 -0.5 -0.9 0.2
C 1.227310 1.942463 -6.021215 -0.1 0.1 0.0
C -0.227861 2.003966 -5.533211 0.3 -0.2 0.1
C -1.143192 1.570428 -6.677122 0.0 0.1 0.1
P -0.259140 1.116013 -3.861860 -0.4 -0.1 -0.1
C -1.034646 -0.585971 -4.082557 0.2 0.3 -0.1
C -0.082693 -1.460733 -4.903639 0.0 0.1 0.1
C -2.463249 -0.697978 -4.606398 0.1 0.0 0.0
C -1.580656 2.031000 -2.972338 0.1 0.0 0.1
C -2.744491 2.442386 -3.626532 0.0 0.0 0.1
C -3.737214 3.141875 -2.963615 -0.1 0.0 -0.1
C -3.576158 3.437209 -1.620977 -0.1 -0.1 0.0
C -2.433048 3.021875 -0.960222 0.0 0.0 0.1
C -1.395000 2.339832 -1.606368 0.1 -0.3 -0.1
Si 0.128015 1.850574 -0.498347 -0.4 1.5 -0.2
C -0.108479 3.399271 0.742950 0.1 -0.3 0.3
C 0.090537 4.618961 0.080744 0.0 0.0 -0.1
C 0.055675 5.848032 0.709613 0.0 0.0 0.0
C -0.188263 5.906727 2.070633 0.0 0.0 0.1
C -0.456793 4.732344 2.745310 0.0 0.2 -0.1
C -0.445642 3.485670 2.108905 0.0 -0.2 0.0
P -1.018137 1.985133 3.006347 -0.3 0.3 0.3
C -2.831420 2.427662 3.307146 0.2 -0.1 0.0
C -3.499657 1.255825 4.028737 0.0 0.0 -0.1
C -3.160400 3.728573 4.033964 0.0 0.0 -0.1
C -0.332111 2.050811 4.782099 0.1 -0.2 -0.2
C 0.464935 0.756145 4.987340 -0.1 0.0 0.1
C 0.510204 3.237062 5.251831 -0.1 -0.1 0.1
C 1.788134 2.597329 -1.180867 -0.1 -0.4 0.0
C 1.890322 3.551434 -2.192571 0.1 0.0 -0.2
C 3.093726 4.168854 -2.491470 -0.1 0.0 0.0
C 4.230036 3.863426 -1.754776 0.1 0.0 0.0
C 4.167166 2.890934 -0.773698 0.0 0.1 0.1
C 2.967917 2.230281 -0.510469 -0.1 -0.1 -0.1
P 2.852721 0.874378 0.712752 1.2 1.0 0.6
C 2.692210 1.873930 2.331359 -0.2 -0.2 0.0
C 3.508847 1.332044 3.508623 0.0 -0.1 -0.1
C 2.999098 3.364485 2.194451 0.0 0.0 -0.1
C 4.557410 0.111105 0.935828 -0.3 -0.2 -0.1
C 5.456044 -0.034834 -0.289550 -0.1 0.2 -0.1
C 4.305562 -1.287062 1.522829 0.0 0.1 0.1
H 1.364349 2.544607 -6.923251 0.0 0.0 0.0
H 1.503317 0.911289 -6.254896 0.1 0.0 0.0
H 1.911471 2.303093 -5.254184 0.1 0.0 0.0
H -0.463021 3.042444 -5.276058 0.0 0.0 0.1
H -0.942235 0.540269 -6.970939 0.0 0.0 0.0
H -0.948227 2.201505 -7.548229 0.0 0.0 0.0
H -2.200735 1.661526 -6.438328 0.0 -0.1 0.0
H -1.014192 -0.948200 -3.044791 0.0 0.0 -0.1
H -0.398254 -2.506522 -4.864411 0.0 0.0 0.0
H -0.078517 -1.156667 -5.952094 0.0 0.0 0.0
H 0.937868 -1.397145 -4.523104 0.1 0.0 0.0
H -2.519177 -0.429252 -5.659827 0.0 0.0 0.0
H -3.151292 -0.067185 -4.044640 0.0 0.0 -0.1
H -2.802164 -1.733626 -4.510886 0.0 0.0 0.0
H -2.890078 2.208639 -4.671434 0.0 0.0 0.0
H -4.638750 3.433675 -3.488227 0.0 0.1 0.0
H -4.339039 3.992652 -1.088970 0.0 0.0 0.0
H -2.336831 3.263083 0.091058 -0.1 0.0 -0.1
H 0.270386 4.612773 -0.984359 0.0 0.1 0.1
H 0.226086 6.756001 0.144370 0.0 0.0 0.0
H -0.197900 6.850728 2.601160 0.0 0.0 0.0
H -0.690861 4.794562 3.794019 -0.1 0.0 0.0
H -3.245096 2.480418 2.292509 0.0 0.0 0.0
H -3.191792 1.207247 5.075423 0.0 0.0 0.0
H -3.248833 0.303118 3.566079 0.0 -0.1 0.0
H -4.585887 1.369113 4.012762 0.0 0.0 0.0
H -2.646959 3.787074 4.997322 0.0 0.0 0.0
H -4.234042 3.768227 4.235428 0.0 0.0 0.0
H -2.904873 4.605010 3.443369 0.0 0.0 0.0
H -1.211121 1.990913 5.428893 -0.1 0.0 -0.1
H 1.361280 0.735968 4.371435 -0.1 0.0 0.1
H -0.126601 -0.112436 4.716243 0.0 -0.1 0.0
H 0.762430 0.653362 6.034267 0.0 0.0 0.0
H 1.018613 2.958453 6.178741 0.0 0.0 0.0
H -0.094123 4.114210 5.476993 0.0 0.0 0.0
H 1.268730 3.521994 4.521758 0.0 0.0 0.0
H 1.005736 3.823928 -2.758563 0.0 0.0 -0.1
H 3.146654 4.903789 -3.285992 0.0 0.0 0.0
H 5.163204 4.377839 -1.946054 0.0 0.0 0.0
H 5.056941 2.662349 -0.201195 0.0 0.0 0.0
H 1.628637 1.773588 2.564814 0.0 0.0 0.0
H 4.557239 1.620360 3.423524 0.0 0.0 0.0
H 3.457328 0.249427 3.605495 0.0 0.1 0.1
H 3.134779 1.770022 4.434792 0.0 0.0 0.0
H 4.039155 3.530873 1.912307 0.1 0.0 0.0
H 2.838153 3.850141 3.160572 0.0 0.0 0.0
H 2.359091 3.854730 1.465526 0.0 0.1 0.0
H 5.081324 0.727288 1.667367 -0.1 0.0 0.0
H 5.155946 -0.890532 -0.878286 0.0 -0.1 -0.2
H 6.482938 -0.200207 0.044636 0.0 0.0 0.0
H 5.448277 0.831544 -0.945196 0.1 -0.1 0.0
H 3.712216 -1.872855 0.817063 0.1 -0.1 0.0
H 3.763042 -1.260146 2.468800 0.0 -0.1 -0.1
H 5.253097 -1.802794 1.691005 0.0 0.0 0.0
C 0.129418 -1.449266 1.463906 0.1 -0.4 -0.1
Si -1.183925 -2.787235 1.593162 -0.2 -0.3 0.2
C -2.604185 -2.623264 0.302207 0.1 -0.1 0.0
N -2.609124 -1.271276 -0.265415 0.1 -0.1 -0.1
C -3.196776 -0.303800 0.677406 0.2 0.3 -0.1
C -4.608638 0.159889 0.302401 -0.1 -0.2 0.1
C -5.425426 -0.989688 -0.279219 0.0 0.0 -0.1
C -4.749975 -1.526011 -1.554784 0.0 0.0 0.1
C -3.249099 -1.188338 -1.572298 -0.2 0.0 0.2
C -0.341876 -4.489141 1.698492 -0.1 0.1 -0.3
C -0.728863 -5.607706 0.964345 -0.1 0.0 0.0
C -0.168109 -6.856803 1.196798 0.0 -0.1 0.0
C 0.787612 -7.011701 2.188188 0.1 0.0 0.0
C 1.189207 -5.911077 2.933990 0.0 0.0 0.0
C 0.629361 -4.668316 2.686241 -0.1 0.0 0.1
C -2.237309 -3.022548 3.188491 0.3 0.4 0.0
C -2.064656 -2.366893 4.402706 0.0 0.1 -0.1
C -2.883203 -2.615790 5.497687 0.0 0.0 0.1
C -3.907911 -3.541369 5.399891 0.0 0.0 0.0
C -4.083980 -4.233434 4.208459 0.0 -0.1 0.0
C -3.256070 -3.979951 3.128149 0.0 0.0 -0.1
H 0.970152 -1.741372 2.112404 -0.1 0.0 0.1
H -0.282432 -0.517402 1.882821 0.0 0.2 0.0
H -3.561139 -2.842892 0.793026 0.1 -0.1 0.0
H -2.505441 -3.347583 -0.506972 0.0 0.0 0.0
H -2.532690 0.566835 0.745458 0.0 0.0 0.1
H -3.227300 -0.767251 1.666790 0.0 0.0 0.0
H -4.558806 0.960614 -0.432710 0.0 0.2 -0.1
H -5.096768 0.561500 1.194170 0.0 0.1 0.0
H -6.438639 -0.653243 -0.506148 0.0 0.0 0.1
H -5.512172 -1.783699 0.467729 0.0 0.0 0.0
H -5.212848 -1.088300 -2.443406 0.0 0.0 0.0
H -4.889580 -2.607263 -1.624360 0.0 0.0 0.0
H -3.100756 -0.165091 -1.929267 0.0 0.0 0.0
H -2.736878 -1.858375 -2.265187 0.0 0.1 0.1
H -1.491412 -5.511299 0.197672 0.0 0.0 0.0
H -0.482053 -7.710815 0.609152 0.0 0.0 0.0
H 1.215298 -7.986527 2.385854 0.0 0.0 0.0
H 1.930857 -6.025392 3.714874 0.0 0.0 0.0
H 0.947333 -3.819687 3.285358 0.0 0.0 0.0
H -1.273362 -1.639847 4.503425 0.1 0.1 0.0
H -2.720646 -2.085354 6.428727 0.0 0.0 0.0
H -4.558708 -3.733789 6.243333 0.0 0.0 0.0
H -4.867831 -4.976144 4.123225 0.0 0.0 0.0
H -3.403194 -4.550879 2.216260 0.0 0.0 0.0
C -0.283504 -3.363506 -1.709378 0.4 -0.1 0.3
Si 1.597187 -3.329780 -1.640119 -0.4 -0.8 -0.1
C 2.331088 -4.299200 -0.190165 -0.2 0.2 -0.3
C 2.089071 -4.230462 -3.241413 0.1 0.2 0.1
N 1.998612 -1.633010 -1.524907 -0.2 0.3 0.1
C 3.022239 -1.196721 -2.372624 0.6 0.1 -0.3
C 3.021413 0.099341 -2.894687 -0.1 -0.2 0.1
C 4.002032 0.541645 -3.764076 0.1 0.1 0.0
C 5.023876 -0.304143 -4.168622 0.0 0.0 0.0
C 5.047682 -1.597933 -3.667248 0.1 -0.1 0.0
C 4.082058 -2.031579 -2.776971 -0.1 0.0 0.3
H -0.670064 -4.245007 -1.197666 0.0 0.1 -0.1
H -0.632513 -3.396369 -2.743424 0.1 0.1 0.0
H -0.687931 -2.470003 -1.231402 -0.2 0.0 0.0
H 1.995201 -5.339019 -0.206105 0.0 0.0 0.0
H 2.024883 -3.871811 0.765875 0.1 0.0 -0.1
H 3.423666 -4.300240 -0.227823 0.0 0.0 -0.1
H 1.308041 -4.948493 -3.501126 -0.1 0.0 0.1
H 3.023357 -4.786935 -3.153398 0.0 0.0 0.0
H 2.192733 -3.534465 -4.076546 0.0 0.0 0.0
H 2.203653 0.743823 -2.630145 -0.1 0.1 -0.1
H 3.954626 1.556045 -4.141806 0.0 0.0 0.0
H 5.776665 0.029083 -4.870771 0.0 0.0 0.0
H 5.835087 -2.281496 -3.961849 0.0 0.0 0.0
H 4.161906 -3.027498 -2.357530 0.0 0.0 0.0
```
Forces are in eV/Å.

Values from the calculation:
LUMO (spin up / spin down) = -0.08 / 0.20 eV
Gap between HOMO and LUMO (spin up / spin down) = 7.179 / 7.706 eV
Net charge = 0
Multiplicity = 3


Molecular formula: C7H24O9Ti
Method: DFT, wB97M-V/def2-TZVPD

```
41
Properties=species:S:1:pos:R:3:forces:R:3
Ti -0.264902 -0.123226 0.388907 -0.3 0.4 1.1
C 0.031860 1.836224 2.629532 -1.3 2.8 2.5
O -0.672387 1.990742 1.532956 0.4 -2.4 -2.1
O -0.301917 0.954884 3.522731 0.5 -1.9 -0.9
O 0.781245 2.794363 2.987350 1.2 -0.4 -0.8
C -0.497365 -0.118323 -3.035555 -0.9 0.2 -0.5
O -0.830830 0.500966 -1.801637 0.3 0.1 0.0
H -0.595702 0.616512 -3.837538 0.4 0.1 -0.1
H 0.490781 -0.575015 -3.051079 0.0 0.1 0.3
H -1.265153 -0.861425 -3.264671 0.2 -0.3 0.1
H -1.181102 1.372849 -2.009806 0.0 0.1 0.3
C -3.544576 0.480376 0.133794 0.2 -0.5 0.9
O -2.772159 -0.293815 1.061797 0.8 0.2 -0.3
H -4.541317 0.519349 0.577475 -0.3 0.2 -0.7
H -3.137175 1.489081 0.092675 0.2 -0.1 0.1
H -3.475401 -0.018310 -0.835206 -0.5 0.3 -0.2
H -3.127488 -1.187020 1.059897 0.0 -0.1 0.0
C 0.695742 -2.580823 2.960262 -0.7 0.3 -0.5
O 0.348096 -1.342013 2.379077 0.6 -0.7 -0.4
H 1.568960 -2.521823 3.611497 0.0 0.1 0.0
H -0.167858 -2.965686 3.508075 0.1 -0.2 0.3
H 0.894757 -3.292184 2.157007 0.2 -0.1 0.0
H 0.303170 -0.632633 3.062145 -0.7 1.3 0.3
C 1.365896 3.349368 -0.863133 0.8 -0.6 -0.9
O 0.730673 4.585546 -0.698804 -0.3 0.5 0.1
H 0.743476 2.556402 -0.448682 0.1 0.2 0.2
H 1.606809 3.155482 -1.918007 -0.7 -0.2 -0.3
H 2.391499 3.292788 -0.479409 -0.2 0.3 0.9
H 0.985384 5.177246 -1.409221 0.1 0.0 0.0
C 3.201950 -0.233382 -0.456959 1.0 0.5 -0.4
O 2.134510 0.509981 0.090181 -0.4 -0.9 0.4
H 4.051108 -0.393730 0.213846 -0.1 0.4 0.4
H 2.982488 -1.251332 -0.778445 -0.9 0.3 -0.1
H 3.550723 0.376397 -1.295226 0.4 -0.5 -0.3
H 2.519706 1.155258 0.695028 -0.5 0.2 0.3
C -1.113744 -3.079214 -1.293587 -0.1 0.2 -0.1
O -0.209902 -2.480426 -0.349617 -0.6 -0.2 -0.6
H -0.766754 -3.022110 -2.327245 0.4 0.1 0.0
H -1.360863 -4.123329 -1.091378 0.2 -0.1 0.4
H -2.048189 -2.517888 -1.272147 0.1 0.1 0.3
H 0.495940 -3.100092 -0.146890 0.0 0.0 0.0
```
Forces are in eV/Å.

Values from the calculation:
LUMO (spin up / spin down) = 2.24 / 2.08 eV
Gap between HOMO and LUMO (spin up / spin down) = 2.484 / 4.152 eV
Net charge = -1
Multiplicity = 4


Molecular formula: C4H8OS2
Method: DFT, wB97M-V/def2-TZVPD

```
15
Properties=species:S:1:pos:R:3:forces:R:3
C 1.022255 -0.446905 0.478301 -0.1 -2.6 1.4
C -0.076254 -1.198303 -0.438870 3.0 0.2 -2.6
C -1.041000 -0.349779 0.404053 -1.8 -4.2 -2.2
C -0.064994 0.640816 0.683852 1.0 3.0 0.2
H 3.497563 -0.604570 0.981499 -2.0 1.7 -2.8
H 1.311837 -1.115703 1.413927 -1.2 1.5 -1.8
H -0.066626 -0.786896 -1.559306 0.1 -0.2 2.4
H 0.195781 -2.292517 -0.711881 -1.4 1.3 1.5
H -1.136086 -0.753721 1.340296 -0.3 -1.8 2.3
H -2.253417 1.343726 -0.529543 -1.4 -3.3 0.5
H -0.365150 1.050268 1.640668 1.1 0.7 0.5
H 1.065251 1.264511 -0.811838 -4.4 2.7 1.8
O 0.030688 1.672190 -0.290033 5.0 -2.4 -1.8
S 2.583752 -0.047106 -0.241834 2.7 -1.3 2.2
S -2.679671 -0.162743 -0.146139 -0.1 4.7 -1.4
```
Forces are in eV/Å.

Values from the calculation:
LUMO = -0.50 eV
Gap between HOMO and LUMO = 8.369 eV
Net charge = 0
ΔE to the lowest compared entry with this formula, charge and spin = 118.5 kcal/mol


Molecular formula: C2H6OS
Method: DFT, wB97M-V/def2-TZVPD

```
10
Properties=species:S:1:pos:R:3:forces:R:3
S -0.679562 -0.100678 4.298605 0.1 0.1 0.5
H -0.200227 -0.259162 5.564083 -0.2 0.0 -0.6
H 0.129799 -1.027365 3.781291 0.1 -0.1 0.1
C 0.200398 -0.636676 -2.549351 -2.0 0.1 -0.4
C 0.225643 0.349090 -1.665546 1.8 -0.4 -0.1
O -0.460088 1.518564 -1.783912 -0.1 -0.3 0.1
H 0.634293 -1.615246 -2.438892 0.6 0.2 0.2
H -0.593673 -0.566411 -3.293379 0.3 -0.1 -0.2
H 1.029489 0.315371 -0.925612 -0.5 0.2 0.4
H -0.286073 2.022513 -0.987287 -0.1 0.2 0.0
```
Forces are in eV/Å.

Values from the calculation:
LUMO = 0.56 eV
Gap between HOMO and LUMO = 9.701 eV
SMILES string = C=CO.S
Net charge = 0
ΔE to the lowest compared entry with this formula, charge and spin = 16.9 kcal/mol